No. 1
Entry from the Open Molecules 2025 dataset: 2 unconnected molecules or ions with the total composition C3H7NO (ωB97M-V/def2-TZVPD).

Atoms and positions in Å:
1 C 1.6761 -0.6312 -0.5193
2 N -0.3336 0.0768 0.0125
3 C -1.7667 -0.1276 -0.0925
4 C 0.2480 0.9743 0.7401
5 O 1.5122 1.0304 0.7649
6 H 1.1504 -0.9420 -1.4172
7 H 1.7205 -1.3740 0.2705
8 H 2.6043 -0.1012 -0.7097
9 H -2.0458 -1.1293 0.2683
10 H -2.3378 0.6104 0.4937
11 H -2.0958 -0.0489 -1.1395
12 H -0.3275 1.6913 1.3469

Results
Energy relative to the best compared isomer or geometry (same formula, charge and spin), kJ/mol: 385.3
HOMO, eV: -9.041
Electronic energy, Ha: -248.37973
Largest force on an atom, hartree/bohr: 0.01326
Net charge: 0
LUMO energy, eV: 0.07
Kohn-Sham gap, eV: 9.11

No. 2
Entry from the Open Molecules 2025 dataset: a single C3H7NO molecule (ωB97M-V/def2-TZVPD).

Atoms and positions in Å:
1 C 0.5019 0.2874 1.5462
2 C 0.1038 -0.5226 0.2869
3 C -0.5859 0.3434 -0.7501
4 N -0.6036 -0.2069 -2.0154
5 O -1.1386 1.3862 -0.4252
6 H 0.0371 1.3007 1.6136
7 H 0.1405 -0.2639 2.3361
8 H 1.5248 0.5907 1.7402
9 H -0.3795 -1.4393 0.6613
10 H 1.0911 -0.9126 -0.0559
11 H -0.0045 -0.9319 -2.1015
12 H -0.6872 0.3688 -2.8364

Results
Structure (SMILES): CCC(N)=O
Energy relative to the best compared isomer or geometry (same formula, charge and spin), kJ/mol: 72.8
HOMO, eV: -9.978
Electronic energy, Ha: -248.49875
Largest force on an atom, hartree/bohr: 0.06830
Net charge: 0
LUMO energy, eV: 0.94
Kohn-Sham gap, eV: 10.92

No. 3
Entry from the Open Molecules 2025 dataset: 2 unconnected molecules or ions with the total composition C3H7NO (ωB97M-V/def2-TZVPD).

Atoms and positions in Å:
1 C -1.3615 -0.3701 -1.3534
2 C 0.9002 1.0153 1.3281
3 C 0.0791 -0.0133 1.4678
4 N -0.3283 -1.0207 -1.0899
5 O 0.9142 -0.5466 -1.6936
6 H -1.4028 0.3670 -2.2031
7 H -2.2375 -0.7366 -0.7823
8 H 1.5732 -0.5776 -1.0660
9 H 0.5037 1.9987 1.2854
10 H 1.9067 0.9161 1.2785
11 H 0.4068 -1.0223 1.2303
12 H -0.9539 -0.0098 1.5982

Results
Structure (SMILES): C=NO.C=C
Energy relative to the best compared isomer or geometry (same formula, charge and spin), kJ/mol: 436.0
HOMO, eV: -9.811
Electronic energy, Ha: -248.36043
Largest force on an atom, hartree/bohr: 0.10485
Net charge: 0
LUMO energy, eV: 0.97
Kohn-Sham gap, eV: 10.78

No. 4
Entry from the Open Molecules 2025 dataset: 2 unconnected molecules or ions with the total composition C3H7NO (ωB97M-V/def2-TZVPD).

Atoms and positions in Å:
1 O 1.7527 -2.0362 1.1314
2 C 2.0529 -1.5458 0.0801
3 H 1.8399 -2.0676 -0.8667
4 H 2.5544 -0.5662 0.0594
5 C -1.4610 0.5981 0.7998
6 C -0.4146 0.9321 -1.2349
7 N -0.8029 0.0638 -0.3829
8 H -2.3267 1.2223 0.5776
9 H -0.8104 1.1520 1.4904
10 H -1.8066 -0.2341 1.4174
11 H -0.1741 0.5234 -2.2088
12 H -0.4035 1.9582 -0.8629

Results
Structure (SMILES): C=NC.C=O
Energy relative to the best compared isomer or geometry (same formula, charge and spin), kJ/mol: 278.9
HOMO, eV: -9.812
Electronic energy, Ha: -248.42027
Largest force on an atom, hartree/bohr: 0.04349
Net charge: 0
LUMO energy, eV: 0.97
Kohn-Sham gap, eV: 10.78

No. 5
Entry from the Open Molecules 2025 dataset: a single C3H7NO molecule (ωB97M-V/def2-TZVPD).

Atoms and positions in Å:
1 C -0.9949 -0.0011 -1.1882
2 C -0.5778 -0.1640 0.2190
3 N 0.7642 -0.1576 0.5355
4 C 1.8320 0.2945 -0.3350
5 O -1.3792 -0.1630 1.1482
6 H -0.4082 -0.5749 -1.8998
7 H -2.0731 -0.0554 -1.2457
8 H -0.7386 1.0434 -1.3950
9 H 0.9853 -0.3590 1.4787
10 H 2.6049 -0.4723 -0.4564
11 H 2.3163 1.1750 0.1032
12 H 1.4222 0.5652 -1.2908

Results
Structure (SMILES): CNC(C)=O
Energy relative to the best compared isomer or geometry (same formula, charge and spin), kJ/mol: 52.4
HOMO, eV: -9.373
Electronic energy, Ha: -248.50653
Largest force on an atom, hartree/bohr: 0.04714
Net charge: 0
LUMO energy, eV: 0.90
Kohn-Sham gap, eV: 10.27

No. 6
Entry from the Open Molecules 2025 dataset: a molecular structure, C3H7NO2 (ωB97M-V/def2-TZVPD).

Atoms and positions in Å:
1 C -0.8779 1.0232 -0.0992
2 C 1.0323 0.2622 0.9615
3 C -0.2198 -1.4138 -0.7160
4 N 1.3976 0.5718 -0.3137
5 O 0.3448 1.4880 -0.6925
6 O -0.5354 -0.1343 0.6758
7 H -1.2845 1.8062 0.5455
8 H -1.6024 0.7248 -0.8642
9 H 0.8603 1.0550 1.6994
10 H 1.5724 -0.5758 1.3894
11 H 0.1064 -1.0133 -1.6626
12 H -1.2657 -1.6869 -0.6605
13 H 0.4720 -2.1071 -0.2629

Results
Energy relative to the best compared isomer or geometry (same formula, charge and spin), kJ/mol: 719.6
HOMO (alpha / beta), eV: -7.425 / -7.428
Electronic energy, Ha: -323.50689
Largest force on an atom, hartree/bohr: 0.04489
Net charge: 0
LUMO energy (alpha / beta), eV: -0.09 / -0.09
Kohn-Sham gap (alpha / beta), eV: 7.33 / 7.33

No. 7
Entry from the Open Molecules 2025 dataset: a single C3H7NO2 molecule (ωB97M-V/def2-TZVPD).

Atoms and positions in Å:
1 C 0.2610 -0.9057 -0.6130
2 N -0.1068 0.4417 -1.0818
3 C 0.3839 1.5787 -0.3865
4 O -0.3842 1.8016 0.7255
5 O 1.3085 2.2474 -0.7166
6 C -0.3042 -1.3466 0.6947
7 H 1.3535 -0.9743 -0.6297
8 H 0.0176 -1.5486 -1.4608
9 H -1.1127 0.5150 -1.0059
10 H -0.1571 2.6420 1.1699
11 H -1.3889 -1.2672 0.7638
12 H 0.0128 -2.3575 0.9780
13 H 0.1166 -0.8264 1.5624

Results
Structure (SMILES): CCNC(=O)O
Energy relative to the best compared isomer or geometry (same formula, charge and spin), kJ/mol: 84.4
HOMO, eV: -9.980
Electronic energy, Ha: -323.74883
Largest force on an atom, hartree/bohr: 0.03344
Net charge: 0
LUMO energy, eV: 0.69
Kohn-Sham gap, eV: 10.67

No. 8
Entry from the Open Molecules 2025 dataset: 3 unconnected molecules or ions with the total composition C3H7NO2 (ωB97M-V/def2-TZVPD).

Atoms and positions in Å:
1 C 0.9378 -0.4478 -0.0969
2 N 1.3201 -1.5954 0.4302
3 C -2.0258 -0.1698 0.4023
4 C -1.4533 0.9374 1.0207
5 O -0.5751 1.0468 1.8879
6 O 2.0667 0.5364 -1.5844
7 H 0.4295 -0.3256 -1.0598
8 H 1.0397 0.4618 0.4327
9 H 1.9423 -1.9477 -0.2721
10 H 2.6367 0.7828 -2.2936
11 H -1.7978 -1.2326 0.7625
12 H -2.5498 0.0417 -0.4714
13 H -1.9710 1.9118 0.8420

Results
Energy relative to the best compared isomer or geometry (same formula, charge and spin), kJ/mol: 1025.4
HOMO, eV: -8.525
Electronic energy, Ha: -323.39040
Largest force on an atom, hartree/bohr: 0.09984
Net charge: 0
LUMO energy, eV: -4.41
Kohn-Sham gap, eV: 4.11

No. 9
Entry from the Open Molecules 2025 dataset: 2 unconnected molecules or ions with the total composition C3H7NO2 (ωB97M-V/def2-TZVPD).

Atoms and positions in Å:
1 C 2.5234 0.5971 -0.5578
2 C 1.4530 1.3642 -0.6753
3 O 1.3079 2.5366 0.0123
4 H 3.3582 0.8165 0.0896
5 H 2.5675 -0.3305 -1.1185
6 H 0.5465 0.9761 -1.1343
7 H 0.6415 3.0730 -0.4383
8 C -1.5459 -1.9279 0.3820
9 N -2.2668 -1.2769 1.3244
10 O -1.2057 -1.4664 -0.6923
11 H -1.2462 -2.9429 0.6424
12 H -2.6798 -0.3876 1.1076
13 H -2.5841 -1.8355 2.0950

Results
Structure (SMILES): C=CO.NC=O
Energy relative to the best compared isomer or geometry (same formula, charge and spin), kJ/mol: 170.8
HOMO, eV: -8.853
Electronic energy, Ha: -323.71593
Largest force on an atom, hartree/bohr: 0.02566
Net charge: 0
LUMO energy, eV: 0.81
Kohn-Sham gap, eV: 9.66

No. 10
Entry from the Open Molecules 2025 dataset: 2 unconnected molecules or ions with the total composition C3H7NO2 (ωB97M-V/def2-TZVPD).

Atoms and positions in Å:
1 C -1.9514 0.1117 0.3360
2 C -1.1953 -0.9235 0.7178
3 O -1.4168 -2.2188 0.3989
4 C 1.5525 0.5939 0.0072
5 O 0.7985 0.8479 -1.0757
6 N 2.8087 0.9169 -0.3054
7 H -1.7223 1.1123 0.6906
8 H -2.8488 -0.0227 -0.2677
9 H -0.1101 0.5884 -0.8433
10 H -0.2809 -0.7981 1.2956
11 H -2.2363 -2.2748 -0.1141
12 H 3.5338 0.7913 0.3816
13 H 3.0685 1.2755 -1.2213

Results
Energy relative to the best compared isomer or geometry (same formula, charge and spin), kJ/mol: 288.1
HOMO, eV: -8.716
Electronic energy, Ha: -323.67124
Largest force on an atom, hartree/bohr: 0.01325
Net charge: 0
LUMO energy, eV: 0.96
Kohn-Sham gap, eV: 9.67

No. 11
Entry from the Open Molecules 2025 dataset: a single C3H7NO2 molecule (ωB97M-V/def2-TZVPD).

Atoms and positions in Å:
1 C 0.9164 0.3380 0.0249
2 C -0.8251 -1.1734 -0.8908
3 C -0.8967 -0.0626 -0.0073
4 O 0.8717 1.6885 0.4472
5 O 1.6322 -0.4138 0.9714
6 N -1.7259 0.6841 0.5485
7 H 1.0996 -0.4121 1.7822
8 H 1.7621 2.0621 0.3377
9 H 1.4280 0.2623 -0.9387
10 H -1.2496 1.5010 0.9636
11 H -0.7292 -0.9011 -1.9376
12 H -0.2214 -2.0061 -0.5426
13 H -2.0621 -1.5666 -0.7585

Results
Structure (SMILES): [H]/N=C(/C)C(O)O
Energy relative to the best compared isomer or geometry (same formula, charge and spin), kJ/mol: 325.3
HOMO, eV: -8.889
Electronic energy, Ha: -323.65707
Largest force on an atom, hartree/bohr: 0.14355
Net charge: 0
LUMO energy, eV: 0.71
Kohn-Sham gap, eV: 9.60

No. 12
Entry from the Open Molecules 2025 dataset: 2 unconnected molecules or ions with the total composition C3H7NO2 (ωB97M-V/def2-TZVPD).

Atoms and positions in Å:
1 N -0.9237 -1.4775 -1.4220
2 C -0.6449 -0.7787 -2.3684
3 O -0.4589 -0.1618 -3.3516
4 C -0.4478 1.1443 0.8322
5 C 0.8100 0.3004 0.7966
6 O 0.4303 -1.0590 1.0255
7 H -0.5259 -1.4576 -0.4785
8 H -1.1682 0.8046 0.0811
9 H -0.9211 1.0727 1.8154
10 H -0.2062 2.1924 0.6317
11 H 1.3188 0.3961 -0.1748
12 H 1.5100 0.6285 1.5762
13 H 1.2276 -1.6043 1.0365

Results
Structure (SMILES): N=C=O.CCO
Energy relative to the best compared isomer or geometry (same formula, charge and spin), kJ/mol: 96.6
HOMO, eV: -10.642
Electronic energy, Ha: -323.74416
Largest force on an atom, hartree/bohr: 0.01535
Net charge: 0
LUMO energy, eV: 0.60
Kohn-Sham gap, eV: 11.24

Please write out number 3 again, unchanged.
Entry from the Open Molecules 2025 dataset: 2 unconnected molecules or ions with the total composition C3H7NO (ωB97M-V/def2-TZVPD).

Atoms and positions in Å:
1 C -1.3615 -0.3701 -1.3534
2 C 0.9002 1.0153 1.3281
3 C 0.0791 -0.0133 1.4678
4 N -0.3283 -1.0207 -1.0899
5 O 0.9142 -0.5466 -1.6936
6 H -1.4028 0.3670 -2.2031
7 H -2.2375 -0.7366 -0.7823
8 H 1.5732 -0.5776 -1.0660
9 H 0.5037 1.9987 1.2854
10 H 1.9067 0.9161 1.2785
11 H 0.4068 -1.0223 1.2303
12 H -0.9539 -0.0098 1.5982

Results
Structure (SMILES): C=NO.C=C
Energy relative to the best compared isomer or geometry (same formula, charge and spin), kJ/mol: 436.0
HOMO, eV: -9.811
Electronic energy, Ha: -248.36043
Largest force on an atom, hartree/bohr: 0.10485
Net charge: 0
LUMO energy, eV: 0.97
Kohn-Sham gap, eV: 10.78

Question: What is the net charge in the sixth record?
Answer: 0

Copy entry 3 word for word.
Entry from the Open Molecules 2025 dataset: 2 unconnected molecules or ions with the total composition C3H7NO (ωB97M-V/def2-TZVPD).

Atoms and positions in Å:
1 C -1.3615 -0.3701 -1.3534
2 C 0.9002 1.0153 1.3281
3 C 0.0791 -0.0133 1.4678
4 N -0.3283 -1.0207 -1.0899
5 O 0.9142 -0.5466 -1.6936
6 H -1.4028 0.3670 -2.2031
7 H -2.2375 -0.7366 -0.7823
8 H 1.5732 -0.5776 -1.0660
9 H 0.5037 1.9987 1.2854
10 H 1.9067 0.9161 1.2785
11 H 0.4068 -1.0223 1.2303
12 H -0.9539 -0.0098 1.5982

Results
Structure (SMILES): C=NO.C=C
Energy relative to the best compared isomer or geometry (same formula, charge and spin), kJ/mol: 436.0
HOMO, eV: -9.811
Electronic energy, Ha: -248.36043
Largest force on an atom, hartree/bohr: 0.10485
Net charge: 0
LUMO energy, eV: 0.97
Kohn-Sham gap, eV: 10.78